The following is a DFT calculation (ωB97M-V/def2-TZVPD) of a 2-piece molecular cluster, C4H10O overall at a distorted geometry.

Output
- SMILES string: C=C.CCO
- Orbital gap: 0.4066 Ha
- Calculated total energy: -6355.7115 eV
- LUMO energy: 0.96 eV
- HOMO level: -0.371 Eh

Structure (ORCA input):
```
! RIJCOSX wB97M-V def2-TZVPD def2/J DEFGRID3
* xyz 0 1
O 1.00 -2.36 0.60
C 1.92 -1.83 -1.58
C -1.79 3.25 1.92
C 0.67 -2.16 -0.80
C -2.32 2.70 0.83
H -0.18 -1.47 -0.80
H -2.18 3.20 -0.14
H -1.38 4.25 1.97
H 0.19 -3.11 -1.07
H 2.75 -2.47 -1.30
H -2.86 1.76 0.78
H 1.94 -2.19 0.68
H 2.05 -0.76 -1.32
H -1.74 2.76 2.89
H 1.95 -1.58 -2.65
*
```

=====

The following is a DFT calculation (ωB97M-V/def2-TZVPD) of one molecule with the formula C4H10O.

Output
- SMILES string: CC[C@@H](C)O
- Orbital gap: 0.4143 Ha
- Calculated total energy: -6357.6306 eV
- LUMO energy: 1.00 eV
- HOMO level: -0.377 Eh

Structure (ORCA input):
```
! RIJCOSX wB97M-V def2-TZVPD def2/J DEFGRID3
* xyz 0 1
O -0.39 1.30 0.66
C 2.01 0.11 -0.20
C -0.52 0.31 -0.35
C -1.86 -0.41 -0.24
C 0.67 -0.63 -0.20
H 0.56 -1.18 0.75
H -0.45 0.79 -1.34
H -1.84 -1.15 0.57
H -2.14 -0.91 -1.17
H -2.65 0.31 0.00
H 0.64 -1.37 -1.00
H -1.04 1.99 0.48
H 2.17 0.64 -1.15
H 2.84 -0.58 -0.05
H 2.02 0.86 0.60
*
```

=====

Q: Which value of calculated total energy does entry 2 give?
A: -6357.6306 eV

=====

Q: What is the orbital gap in the second record?
A: 0.4143 Ha

=====

Repeat the second record exactly.
The following is a DFT calculation (ωB97M-V/def2-TZVPD) of one molecule with the formula C4H10O.

Output
- SMILES string: CC[C@@H](C)O
- Orbital gap: 0.4143 Ha
- Calculated total energy: -6357.6306 eV
- LUMO energy: 1.00 eV
- HOMO level: -0.377 Eh

Structure (ORCA input):
```
! RIJCOSX wB97M-V def2-TZVPD def2/J DEFGRID3
* xyz 0 1
O -0.39 1.30 0.66
C 2.01 0.11 -0.20
C -0.52 0.31 -0.35
C -1.86 -0.41 -0.24
C 0.67 -0.63 -0.20
H 0.56 -1.18 0.75
H -0.45 0.79 -1.34
H -1.84 -1.15 0.57
H -2.14 -0.91 -1.17
H -2.65 0.31 0.00
H 0.64 -1.37 -1.00
H -1.04 1.99 0.48
H 2.17 0.64 -1.15
H 2.84 -0.58 -0.05
H 2.02 0.86 0.60
*
```